1.
A structure of composition C31H22BeFN5OSe. Source: OMol25; level of theory: ωB97M-V/def2-TZVPD.

Structure (XYZ):
```
62
Properties=species:S:1:pos:R:3:mulliken_charge:R:1
Be 13.46 7.78 9.06 -1.209
C 25.08 7.43 14.45 -0.738
O 23.89 8.27 14.67 -0.414
C 22.71 7.64 14.33 0.979
C 21.54 8.25 14.89 -0.553
C 20.29 7.83 14.46 -0.598
C 20.19 6.91 13.33 0.277
C 21.33 6.30 12.87 -0.895
C 22.57 6.67 13.33 -0.240
C 18.91 6.64 12.75 0.116
N 17.78 7.28 13.20 -0.670
C 16.86 6.96 12.27 0.563
C 17.34 6.16 11.23 -0.192
N 18.69 5.86 11.60 -0.113
C 16.69 5.93 9.98 0.620
C 17.19 5.43 8.73 -0.485
C 16.35 5.43 7.67 -1.267
C 15.17 6.16 7.74 0.084
N 14.57 6.49 8.91 0.303
C 15.37 6.42 10.02 0.197
C 14.82 7.27 11.03 0.158
N 13.65 7.93 10.69 0.243
C 13.26 8.91 11.51 -0.277
C 13.96 9.23 12.67 -0.676
C 15.16 8.61 12.98 -0.476
C 15.56 7.54 12.21 0.310
H 25.94 8.08 14.69 0.247
H 25.16 7.08 13.42 0.265
H 25.03 6.57 15.13 0.341
H 21.67 8.97 15.65 0.475
H 19.32 8.10 14.84 0.540
H 21.32 5.54 12.07 0.213
H 23.42 6.16 12.85 0.151
H 19.38 5.54 10.94 0.284
H 18.26 5.11 8.70 0.295
H 16.58 4.87 6.73 0.349
H 14.61 6.34 6.81 0.639
H 12.30 9.35 11.30 0.482
H 13.60 10.09 13.20 0.467
H 15.74 9.06 13.78 0.486
Se 15.16 9.62 8.15 -0.235
C 14.05 11.16 8.38 0.090
C 13.52 11.81 7.19 -0.519
C 12.80 12.95 7.37 -0.400
N 12.75 13.54 8.58 -0.613
C 13.02 12.86 9.64 -0.487
C 13.72 11.64 9.61 -0.198
H 13.86 11.42 6.26 0.422
H 12.35 13.55 6.57 0.376
H 12.71 13.29 10.59 0.380
H 14.13 11.21 10.50 0.639
F 8.93 7.39 5.46 -0.322
C 9.88 7.36 6.41 0.403
C 10.82 6.31 6.37 -0.947
C 11.94 6.50 7.16 0.337
C 12.19 7.61 8.00 0.507
C 11.18 8.58 8.06 -0.091
C 10.08 8.49 7.23 -0.866
H 10.73 5.48 5.65 0.370
H 12.71 5.72 7.08 0.249
H 11.21 9.40 8.78 0.169
H 9.50 9.37 7.17 0.453
```

Computed properties:
Charge: 0
HOMO energy (spin up / spin down), eV: -6.83 / -6.83
LUMO level (spin up / spin down), eV: -1.331 / -1.331
Spin multiplicity: 1
Frontier orbital gap (spin up / spin down), eV: 5.50 / 5.50

***

2.
A structure of composition C31H22Cl4CrF9N2O2PSSi. Source: OMol25; level of theory: ωB97M-V/def2-TZVPD.

Structure (XYZ):
```
74
Properties=species:S:1:pos:R:3:lowdin_spin:R:1
Cr -0.55 -0.20 -0.20 0.997
Cl 1.28 -1.93 6.59 0.000
C 0.67 -1.73 4.99 0.001
C 0.04 -2.81 4.35 -0.001
C -0.46 -2.68 3.08 0.001
C -0.33 -1.47 2.39 0.001
O -0.82 -1.36 1.16 0.028
C 0.31 -0.39 3.03 0.001
C 0.44 0.88 2.36 -0.004
O 0.16 1.07 1.17 0.005
C 0.78 -0.53 4.34 -0.001
H -0.05 -3.75 4.89 0.000
H -0.97 -3.51 2.59 0.000
H 0.80 1.74 2.93 -0.001
H 1.25 0.32 4.83 0.000
S -0.11 1.73 -1.58 0.000
C -0.84 1.42 -3.11 0.001
N -0.16 1.03 -4.18 -0.001
C -1.04 0.71 -5.30 0.000
C -2.40 1.25 -4.81 0.000
N -2.11 1.59 -3.42 0.000
H 0.80 0.72 -4.11 0.000
H -1.07 -0.37 -5.46 0.000
H -0.71 1.20 -6.22 0.000
H -3.19 0.50 -4.86 0.000
H -2.71 2.14 -5.36 0.000
H -2.79 1.88 -2.73 0.000
Cl -4.00 -0.64 1.62 -0.006
Si -2.92 0.24 0.14 -0.012
Cl -4.36 1.02 -1.10 -0.006
Cl -1.61 -1.41 -1.85 0.011
F 3.47 -2.60 -6.84 0.000
C 4.09 -1.63 -6.16 0.000
F 5.40 -1.89 -6.18 0.000
F 3.89 -0.49 -6.84 0.000
C 3.56 -1.51 -4.76 0.000
C 4.41 -1.18 -3.71 0.000
C 3.89 -1.00 -2.44 0.000
C 2.53 -1.14 -2.21 -0.002
C 1.69 -1.52 -3.25 0.000
C 2.20 -1.70 -4.53 0.000
P 1.84 -1.00 -0.53 -0.008
C 2.09 -2.69 0.10 -0.001
C 3.29 -3.15 0.64 0.000
C 3.40 -4.47 1.05 0.000
C 2.33 -5.34 0.89 0.000
C 1.15 -4.90 0.31 0.000
C 1.03 -3.57 -0.08 0.000
C 2.47 -6.78 1.28 0.000
F 2.90 -7.53 0.25 0.000
F 1.29 -7.30 1.67 0.000
F 3.33 -6.95 2.28 0.000
C 2.98 0.11 0.34 0.000
C 3.36 1.31 -0.25 0.000
C 4.09 2.25 0.47 0.000
C 4.44 1.98 1.78 -0.001
C 4.07 0.79 2.39 0.000
C 3.33 -0.13 1.67 0.000
C 5.24 3.01 2.53 0.000
F 4.58 4.18 2.60 0.000
F 5.51 2.64 3.79 0.000
F 6.41 3.26 1.92 0.000
H 5.47 -1.06 -3.89 0.000
H 4.56 -0.75 -1.63 0.000
H 0.63 -1.69 -3.07 0.000
H 1.55 -2.01 -5.34 0.000
H 4.14 -2.49 0.76 0.000
H 4.32 -4.83 1.49 0.000
H 0.32 -5.58 0.17 0.000
H 0.10 -3.23 -0.52 0.000
H 3.07 1.54 -1.27 0.000
H 4.38 3.18 0.01 0.000
H 4.35 0.59 3.41 0.000
H 3.03 -1.05 2.16 0.000
```

Computed properties:
Charge: +1
HOMO energy (spin up / spin down), eV: -11.31 / -11.32
LUMO level (spin up / spin down), eV: -4.150 / -3.752
Spin multiplicity: 2
Frontier orbital gap (spin up / spin down), eV: 7.16 / 7.57

***

3.
A structure of composition C31H22N5O6Ti. Source: OMol25; level of theory: ωB97M-V/def2-TZVPD.

Structure (XYZ):
```
65
Properties=species:S:1:pos:R:3:lowdin_spin:R:1
Ti 0.34 0.12 -0.61 0.889
O 4.27 -1.01 -1.16 0.007
C 3.14 -0.93 -0.70 0.003
N 1.96 -0.76 -1.36 0.001
C 1.93 -0.97 -2.76 0.002
C 2.92 -1.62 -3.51 0.000
C 2.78 -1.76 -4.88 0.001
C 1.66 -1.26 -5.52 0.001
C 0.65 -0.64 -4.79 0.000
C 0.77 -0.49 -3.41 0.002
N -0.15 0.14 -2.55 -0.003
C -1.33 0.60 -3.03 0.003
O -1.79 0.53 -4.16 0.010
C -2.11 1.33 -1.98 0.006
C -3.38 1.82 -2.27 -0.001
C -4.05 2.54 -1.30 0.005
C -3.42 2.74 -0.08 -0.001
C -2.17 2.20 0.13 0.004
N -1.50 1.51 -0.80 0.001
C 2.97 -0.99 0.79 0.002
C 3.98 -1.51 1.57 -0.001
C 3.80 -1.56 2.94 0.002
C 2.61 -1.06 3.47 -0.001
C 1.66 -0.54 2.60 0.002
N 1.83 -0.51 1.28 0.001
H 3.79 -2.01 -3.02 0.000
H 3.56 -2.25 -5.44 0.000
H 1.56 -1.36 -6.59 0.000
H -0.23 -0.28 -5.30 0.000
H -3.78 1.62 -3.25 0.000
H -5.03 2.94 -1.49 0.000
H -3.90 3.30 0.71 0.000
H -1.66 2.32 1.08 0.000
H 4.88 -1.86 1.09 0.000
H 4.56 -1.97 3.59 0.000
H 2.43 -1.06 4.53 0.000
H 0.74 -0.13 2.98 0.000
C 1.12 3.88 0.93 0.000
C 0.55 4.10 -0.31 0.005
C 0.92 3.33 -1.40 0.001
C 1.91 2.37 -1.27 0.002
C 2.53 2.19 -0.03 0.000
C 2.11 2.92 1.07 0.004
H 0.82 4.47 1.78 0.000
H -0.20 4.88 -0.43 0.000
H 0.49 3.54 -2.38 0.000
H 2.33 1.89 -2.15 0.000
H 3.40 1.55 0.04 0.000
H 2.59 2.78 2.03 0.000
O -0.71 -1.41 -0.18 0.003
C -1.05 -0.88 0.93 0.031
O -0.58 0.28 1.15 0.000
C -1.91 -1.56 1.89 0.000
C -2.26 -2.90 1.71 0.006
C -3.04 -3.54 2.65 -0.001
C -3.48 -2.84 3.77 0.006
C -3.16 -1.50 3.95 -0.002
C -2.37 -0.86 3.02 0.006
N -4.28 -3.52 4.77 0.001
O -4.50 -4.70 4.61 0.001
O -4.70 -2.87 5.71 0.002
H -1.90 -3.41 0.83 0.000
H -3.32 -4.58 2.55 0.000
H -3.53 -0.99 4.83 0.000
H -2.10 0.18 3.13 0.000
```

Computed properties:
Charge: 0
HOMO energy (spin up / spin down), eV: -7.25 / -7.40
LUMO level (spin up / spin down), eV: -1.334 / -1.365
Spin multiplicity: 2
Frontier orbital gap (spin up / spin down), eV: 5.92 / 6.03

***

4.
A structure of composition C31H22N6O2Zr. Source: OMol25; level of theory: ωB97M-V/def2-TZVPD.

Structure (XYZ):
```
62
Properties=species:S:1:pos:R:3:mulliken_charge:R:1
Zr 0.04 0.08 -0.07 1.061
C 2.95 -3.02 -1.40 -1.114
C 2.42 -1.86 -0.84 -0.026
N 1.12 -1.71 -0.57 -0.044
C 0.26 -2.75 -0.79 0.649
C 0.74 -3.99 -1.34 0.939
C 2.11 -4.08 -1.65 -0.511
C -0.16 -5.05 -1.54 -0.869
C -1.47 -4.90 -1.17 -1.319
C -1.95 -3.70 -0.63 -0.956
C -1.13 -2.59 -0.44 0.830
N -1.46 -1.34 0.07 0.275
C -2.67 -0.89 0.55 0.357
C -3.93 -1.50 0.55 -0.865
C -5.03 -0.94 1.21 -1.259
C -4.94 0.25 1.89 -0.876
C -3.73 0.97 1.85 0.698
C -3.57 2.21 2.50 -0.425
C -2.39 2.90 2.37 -1.000
C -1.37 2.36 1.57 -0.046
N -1.48 1.18 0.98 -0.137
C -2.62 0.44 1.14 0.822
H 4.00 -3.08 -1.64 0.457
H 3.08 -1.02 -0.60 0.483
H 2.48 -5.00 -2.08 0.502
H 0.19 -5.97 -1.96 0.465
H -2.17 -5.71 -1.29 0.431
H -2.98 -3.68 -0.35 0.259
H -4.10 -2.43 0.05 0.397
H -5.95 -1.49 1.20 0.418
H -5.78 0.65 2.44 0.462
H -4.38 2.60 3.09 0.489
H -2.23 3.84 2.88 0.428
H -0.44 2.91 1.42 0.563
O 3.58 3.83 0.46 -0.507
C 3.62 3.37 1.72 0.891
C 4.29 4.05 2.73 -0.734
C 4.25 3.60 4.03 -0.504
C 3.51 2.46 4.37 -0.873
C 2.86 1.76 3.39 -0.386
C 2.91 2.18 2.04 0.196
C 2.19 1.45 1.04 1.034
O 1.30 0.55 1.37 -0.806
N 2.46 1.69 -0.25 -1.492
N 1.53 1.23 -1.07 0.795
C 1.66 1.08 -2.35 -0.611
C 0.46 0.60 -3.00 1.153
C 0.36 0.33 -4.37 -1.025
C -0.85 -0.06 -4.90 -0.274
C -1.96 -0.16 -4.06 -0.938
C -1.79 0.08 -2.70 0.234
N -0.61 0.44 -2.17 -0.013
H 4.12 4.63 0.38 0.383
H 4.85 4.94 2.48 0.332
H 4.78 4.14 4.80 0.426
H 3.46 2.13 5.40 0.444
H 2.29 0.87 3.60 0.452
H 2.57 1.33 -2.90 0.475
H 1.23 0.44 -5.00 0.478
H -0.95 -0.27 -5.95 0.482
H -2.93 -0.42 -4.45 0.449
H -2.63 0.01 -2.01 0.401
```

Computed properties:
Charge: +2
HOMO energy, eV: -13.01
LUMO level, eV: -7.150
Spin multiplicity: 1
Frontier orbital gap, eV: 5.86

***

no.,strongest force on any atom (eV Å⁻¹),electronic energy (eV)
1,3.57,-110467.7535
2,0.56,-170550.9342
3,3.22,-75356.8973
4,1.83,-46810.1928